# 1
The following is a quantum chemistry calculation of a molecular structure, C30H24BI2N11PbSe at a distorted geometry, from the OMol25 dataset.

Structure (XYZ):
```
70
Properties=species:S:1:pos:R:3:lowdin_spin:R:1
Pb -0.3479 -0.4560 -0.2465 0.001
C 3.8099 0.6480 -1.6488 0.000
C 2.7807 0.8208 -0.7272 0.000
N 1.6015 0.5849 -1.2997 0.000
N 1.8431 0.2906 -2.6004 0.000
C 3.1700 0.3058 -2.8232 0.000
B 0.7113 0.0292 -3.6285 0.000
N 0.2505 -1.4511 -3.5058 0.000
C 0.1478 -2.4285 -4.4239 0.000
C -0.5717 -3.4709 -3.8766 0.000
C -0.8800 -3.0370 -2.5857 0.000
N -0.3648 -1.8301 -2.3658 0.000
N -0.5505 0.9017 -3.3353 0.000
C -1.2301 1.6379 -4.2383 0.000
C -2.4024 2.0730 -3.6608 0.000
C -2.3667 1.5451 -2.3702 0.000
N -1.2513 0.8478 -2.1813 0.001
N 1.1829 0.3841 -5.0365 0.000
C 0.6207 0.0809 -6.2420 0.000
C 1.1982 0.8749 -7.1947 0.000
C 2.1134 1.6712 -6.4771 0.000
N 2.0813 1.3810 -5.1925 0.000
H 4.8682 0.7547 -1.4897 0.000
H 2.8366 1.1169 0.3074 0.000
H 3.5857 0.0972 -3.7894 0.000
H 0.5942 -2.3460 -5.3994 0.000
H -0.8383 -4.4038 -4.3410 0.000
H -1.4659 -3.5310 -1.8282 0.000
H -0.8534 1.8215 -5.2292 0.000
H -3.1682 2.6808 -4.1081 0.000
H -3.0998 1.6537 -1.5878 0.000
H -0.1645 -0.6504 -6.3384 0.000
H 0.9908 0.8928 -8.2506 0.000
H 2.7784 2.4348 -6.8447 0.000
I -1.4204 2.2826 1.0072 0.001
C -2.7948 2.0091 2.6245 0.000
C -3.3016 3.1624 3.1513 0.000
C -3.8563 3.1644 4.4450 0.000
C -3.7311 2.0536 5.2257 0.000
C -3.2721 0.8326 4.6768 0.000
C -3.1852 -0.3313 5.4749 0.000
C -2.8959 -1.5437 4.9220 0.000
C -2.8178 -1.6644 3.5237 0.000
C -2.8748 -0.5497 2.7355 0.000
C -2.9500 0.7585 3.2857 0.000
H -3.2314 4.0892 2.5980 0.000
H -4.2941 4.0723 4.8356 0.000
H -4.0055 2.0781 6.2725 0.000
H -3.3679 -0.2375 6.5378 0.000
H -2.8128 -2.4318 5.5330 0.000
H -2.7634 -2.6464 3.0745 0.000
I -3.3116 -0.9275 0.6789 0.003
N 3.5226 -1.4931 2.3638 0.000
C 2.5533 -1.5123 1.4191 0.000
N 1.5238 -0.7697 1.7251 0.002
C 1.8191 -0.2217 2.9664 0.000
C 1.0801 0.6323 3.7833 0.000
C 1.6475 1.0271 4.9773 0.000
C 2.9182 0.5861 5.3711 0.000
C 3.6606 -0.2703 4.5833 0.000
C 3.0874 -0.6666 3.3810 0.000
H 4.3893 -2.0010 2.3372 0.000
H 2.6472 -2.0815 0.5064 0.000
H 0.0998 0.9795 3.4847 0.000
H 1.0989 1.6931 5.6301 0.000
H 3.3199 0.9197 6.3181 0.000
H 4.6391 -0.6146 4.8911 0.000
Se 1.1444 -5.3458 -0.5487 0.738
C 0.3276 -3.9497 0.1717 0.093
N -0.2017 -3.0063 0.5961 0.158
```

Summary:
- expectation value of S² = 0.7614
- multiplicity = 2
- E_LUMO (alpha / beta) (eV) = -2.455 / -6.196
- total charge = +1

=====

# 2
The following is a quantum chemistry calculation of a molecular structure, C30H24BrCl2N3O6Ti at a distorted geometry, from the OMol25 dataset.

Structure (XYZ):
```
67
Properties=species:S:1:pos:R:3:lowdin_spin:R:1
Ti 0.0478 -0.3065 1.2883 0.391
O -1.8369 4.4700 -0.6581 0.001
C -2.7837 3.5561 -0.9895 0.000
C -3.9073 3.9903 -1.6839 0.000
C -4.8582 3.0707 -2.1062 0.000
C -4.6881 1.7171 -1.8470 0.000
C -3.5750 1.2939 -1.1266 0.000
C -2.6352 2.2026 -0.6690 0.000
C -1.4595 1.7519 0.1786 0.002
O -1.4288 0.4113 0.4198 0.003
N -0.2416 2.2104 -0.5188 0.021
N 0.9006 1.4884 -0.0238 0.233
C 2.0078 2.0975 -0.3987 0.097
C 3.3301 1.6378 -0.3887 0.116
Br 3.6086 -0.2541 -0.1702 0.019
C 4.4822 2.3842 -0.6305 0.197
C 4.6446 3.8019 -0.5996 0.044
C 5.7994 4.3785 -1.1935 0.066
C 6.0101 5.7415 -1.2195 0.004
C 5.0928 6.6206 -0.6409 0.095
C 3.9713 6.0792 -0.0132 0.003
C 3.7465 4.7151 0.0122 0.072
H -1.0081 3.9746 -0.4763 0.000
H -4.0105 5.0471 -1.9035 0.000
H -5.7282 3.4166 -2.6543 0.000
H -5.4229 0.9959 -2.1858 0.000
H -3.4243 0.2490 -0.8824 0.000
H -1.4875 2.3108 1.1238 0.000
H -0.3503 1.9468 -1.4962 0.008
H 1.8818 3.0765 -0.8593 0.002
H 5.3700 1.8143 -0.8854 0.014
H 6.5263 3.7145 -1.6507 0.003
H 6.8987 6.1362 -1.7020 -0.002
H 5.2560 7.6911 -0.6635 0.008
H 3.2610 6.7387 0.4737 -0.002
H 2.8889 4.3325 0.5500 0.005
Cl -2.0213 -6.8849 -3.4647 0.000
C -1.2097 -5.7301 -2.4276 0.000
C -0.4674 -6.1933 -1.3548 0.000
C 0.1582 -5.2743 -0.5273 0.000
C 0.0391 -3.9132 -0.7644 0.000
C -0.7063 -3.4714 -1.8500 0.000
C -1.3332 -4.3773 -2.6939 0.000
C 0.6419 -2.9343 0.2101 0.002
O 1.3795 -3.3351 1.0899 0.003
O 0.2850 -1.6966 0.0307 0.004
H -0.3947 -7.2565 -1.1672 0.000
H 0.7395 -5.5905 0.3304 0.000
H -0.7996 -2.4053 -2.0130 0.000
H -1.9179 -4.0440 -3.5407 0.000
Cl -3.3580 -2.3467 0.7021 0.000
C -2.4402 -3.4110 1.7303 -0.001
C -2.6988 -4.7700 1.6226 0.000
C -1.9979 -5.6806 2.3966 -0.001
C -1.0363 -5.1957 3.2762 0.000
C -0.8038 -3.8383 3.3863 -0.001
C -1.4909 -2.8711 2.6245 0.001
C -1.1814 -1.4465 2.7858 -0.001
H -3.4500 -5.1010 0.9151 0.000
H -2.1934 -6.7428 2.3062 0.000
H -0.4652 -5.8881 3.8867 0.000
H -0.0374 -3.4819 4.0656 0.000
H -0.6659 -1.2705 3.7263 0.003
H -2.0768 -0.8285 2.7037 0.000
O -0.0257 1.0964 2.6356 0.083
N 1.1337 0.7184 3.1424 0.484
O 1.5166 -0.3378 2.4267 0.024
```

Summary:
- expectation value of S² = 2.0472
- multiplicity = 3
- E_LUMO (alpha / beta) (eV) = 3.873 / 3.873
- total charge = -2

=====

# 3
The following is a quantum chemistry calculation of a molecular structure, C30H24BrCl3N3O2RuTe at a distorted geometry, from the OMol25 dataset.

Structure (XYZ):
```
65
Properties=species:S:1:pos:R:3:lowdin_spin:R:1
Ru 0.5618 -1.0747 -0.6379 0.870
C 5.5858 -3.8433 -2.6306 0.001
C 4.3070 -3.8800 -1.8547 0.002
C 3.8779 -5.0162 -1.1759 -0.001
C 2.6707 -5.0129 -0.4876 0.001
C 1.9595 -3.8391 -0.4949 0.004
Br 0.2968 -3.6011 0.4382 0.012
N 2.3308 -2.7383 -1.1269 0.043
C 3.4797 -2.7594 -1.8016 0.003
H 6.1674 -4.7488 -2.4768 0.000
H 6.1934 -2.9851 -2.3437 0.000
H 5.3765 -3.7505 -3.6976 0.000
H 4.4841 -5.9127 -1.1783 0.000
H 2.3053 -5.8922 0.0231 0.001
H 3.7472 -1.8466 -2.3198 0.000
Cl 1.9781 4.6434 -5.1077 -0.006
C 1.2424 3.5573 -4.0155 -0.011
C 1.7498 2.2677 -3.8889 0.003
C 1.1447 1.4086 -3.0051 -0.005
Cl 1.7116 -0.2004 -2.7766 0.079
C 0.0268 1.7508 -2.2180 -0.001
O -0.5158 0.8911 -1.4070 -0.023
C -0.4341 3.0893 -2.3570 -0.008
Cl -1.7432 3.5794 -1.3649 -0.004
C 0.1549 3.9621 -3.2468 0.002
H 2.6005 1.9533 -4.4773 0.001
H -0.2303 4.9678 -3.3426 0.000
N 1.9278 4.1813 1.1533 0.000
C 2.5950 3.4507 2.0748 0.000
O 3.2573 3.9447 2.9576 0.000
C 2.4923 1.9421 1.9847 -0.001
C 3.1435 1.2120 2.9767 0.001
C 3.0848 -0.1715 2.9551 -0.001
C 2.3775 -0.7898 1.9408 0.000
N 1.7573 -0.0906 0.9892 -0.019
C 1.8100 1.2447 1.0056 -0.001
H 2.0013 5.1834 1.2265 0.000
H 1.3623 3.8017 0.4179 0.000
H 3.6817 1.7494 3.7465 0.000
H 3.5742 -0.7671 3.7115 0.000
H 2.3052 -1.8687 1.8928 0.000
H 1.2787 1.7428 0.2032 0.000
Te -1.8991 -0.3690 0.4629 0.079
C -3.4902 0.8862 -0.1701 -0.005
C -4.1410 0.6360 -1.3669 -0.006
C -5.2311 1.4246 -1.7047 -0.002
C -5.6271 2.4637 -0.8753 -0.005
C -4.9574 2.7040 0.3187 0.001
C -3.8911 1.9019 0.6879 0.002
C -3.0286 -1.1871 2.0712 -0.007
C -2.9527 -0.6185 3.3365 0.004
C -3.7796 -1.0965 4.3412 0.001
C -4.6547 -2.1423 4.0820 0.001
C -4.7221 -2.7012 2.8134 -0.002
C -3.9117 -2.2232 1.7952 -0.002
H -3.8169 -0.1619 -2.0216 0.001
H -5.7738 1.2232 -2.6179 0.000
H -6.4606 3.0928 -1.1564 0.000
H -5.2768 3.5057 0.9701 0.000
H -3.3840 2.0626 1.6299 0.001
H -2.2645 0.1935 3.5326 0.000
H -3.7422 -0.6498 5.3251 0.000
H -5.2961 -2.5153 4.8685 0.000
H -5.4091 -3.5115 2.6115 0.000
H -3.9678 -2.6521 0.8026 0.001
```

Summary:
- expectation value of S² = 1.0524
- multiplicity = 2
- E_LUMO (alpha / beta) (eV) = -8.910 / -8.606
- total charge = +2

=====

# 4
The following is a quantum chemistry calculation of a molecular structure, C30H24BrClFeN2O2P, from the OMol25 dataset.

Structure (XYZ):
```
62
Properties=species:S:1:pos:R:3:lowdin_spin:R:1
Fe -1.4937 -0.2273 0.7441 3.635
O -4.0115 -2.9794 -0.7568 0.021
C -2.9270 -2.4589 -0.8432 0.016
O -2.5897 -1.4333 -0.0929 0.128
C -1.9083 -2.9665 -1.8389 0.002
C -2.2761 -4.1149 -2.5394 0.000
C -1.4216 -4.6974 -3.4560 0.000
C -0.1733 -4.1385 -3.6921 0.000
C 0.2014 -2.9949 -3.0116 0.002
C -0.6532 -2.3990 -2.0863 0.006
P -0.0636 -0.9011 -1.2439 0.054
C 0.3617 0.2522 -2.5804 0.008
C -0.7521 0.6635 -3.3200 0.004
C -0.6275 1.6033 -4.3259 -0.001
C 0.6135 2.1616 -4.6046 0.004
C 1.7212 1.7696 -3.8719 0.000
C 1.5980 0.8222 -2.8630 0.005
C 1.3698 -1.5496 -0.3064 0.005
C 0.9551 -2.2140 0.8561 0.007
C 1.8669 -2.7135 1.7691 0.002
C 3.2276 -2.5525 1.5383 0.002
C 3.6534 -1.9232 0.3812 0.002
C 2.7354 -1.4324 -0.5396 0.002
H -3.2515 -4.5334 -2.3385 0.000
H -1.7271 -5.5886 -3.9861 0.000
H 0.5032 -4.5915 -4.4030 0.000
H 1.1729 -2.5545 -3.2052 0.000
H -1.7275 0.2335 -3.1154 0.000
H -1.4996 1.9021 -4.8917 0.000
H 0.7145 2.8947 -5.3929 0.000
H 2.6919 2.1961 -4.0841 0.000
H 2.4787 0.5574 -2.3032 0.000
H -0.1071 -2.3959 1.0334 0.002
H 1.5177 -3.2302 2.6522 0.000
H 3.9495 -2.9341 2.2462 0.000
H 4.7110 -1.8153 0.1835 0.000
H 3.1120 -0.9775 -1.4406 0.000
C -0.4753 3.0965 5.3632 0.000
C -1.4966 2.3789 4.5296 0.000
C -2.8621 2.4838 4.7660 0.001
C -3.7583 1.7895 3.9745 0.000
C -3.2485 1.0080 2.9551 0.004
Br -4.3235 -0.0550 1.8626 0.014
N -1.9386 0.8971 2.6817 0.024
C -1.0982 1.5775 3.4745 0.003
H -0.9436 3.5983 6.2072 0.000
H 0.0487 3.8502 4.7751 0.000
H 0.2688 2.4037 5.7545 0.000
H -3.2241 3.1001 5.5774 0.000
H -4.8226 1.8386 4.1419 0.000
H -0.0462 1.4767 3.2593 0.000
Cl 3.8287 1.6868 2.1726 0.001
C 2.3949 2.0138 1.2727 0.001
C 2.2999 3.1347 0.4603 -0.001
C 1.1260 3.3258 -0.2445 0.001
C 0.1022 2.4021 -0.1104 0.002
N 0.1919 1.3359 0.6845 0.035
C 1.3256 1.1408 1.3621 0.004
H 3.1257 3.8271 0.3849 0.000
H 1.0016 4.1729 -0.9018 0.000
H -0.8207 2.5174 -0.6620 0.000
H 1.3990 0.2598 1.9881 0.001
```

Summary:
- expectation value of S² = 6.0132
- multiplicity = 5
- E_LUMO (alpha / beta) (eV) = -2.775 / -2.964
- total charge = +1

=====

Taking the records one at a time from the top gives calculated total energy values of -4974.331258; -6117.250244; -5789.194995; -6056.709048 Ha.
Taking the records one at a time from the top gives energy above the lowest of the compared OMol25 structures with the same formula, charge and spin values of 0.0; 0.0; 111.4; 32.4 kcal/mol.